# 1
# C19H38FIN3O5

2 unconnected molecules or ions with the total composition C19H38FIN3O5 at a distorted geometry (ωB97M-V/def2-TZVPD, the Open Molecules 2025 dataset).

Cartesian coordinates (Å):
C (-4.3537, 0.7499, 3.3246)
C (-3.7656, -0.1775, 4.5422)
O (-2.3211, -0.4485, 4.4801)
C (-1.5174, 0.7857, 4.5516)
C (-0.4455, 0.7911, 3.3079)
O (-0.2602, -0.5993, 2.8696)
C (-0.9836, -0.8555, 1.5797)
C (0.0586, -0.5072, 0.3738)
C (1.6523, -0.5155, 0.8008)
F (2.1592, -1.8894, 1.1657)
C (2.6431, -0.0376, -0.4597)
C (3.2230, 1.4683, -0.0553)
N (-0.0663, -1.3439, -0.8729)
C (-1.4107, -2.0790, -1.0090)
C (-2.5542, -1.1420, -1.7124)
C (-3.5403, -0.3216, -0.7131)
C (-3.2354, 1.3094, -0.8818)
C (-4.0267, 1.7367, -2.2923)
O (-4.1602, 3.2008, -2.4502)
C (-2.8802, 3.8894, -2.2108)
O (-2.8321, 4.7147, -1.1420)
C (-1.8773, -2.8733, 0.3414)
N (-1.4827, -2.2674, 1.6518)
I (-0.3706, -3.5002, 2.8585)
H (-3.5892, 0.9281, 2.4398)
H (-5.3398, 0.2705, 2.9086)
H (-4.5656, 1.8232, 3.7979)
H (-4.0566, 0.2819, 5.5807)
H (-4.3038, -1.2402, 4.4731)
H (-0.8634, 0.6887, 5.5460)
H (-2.1357, 1.7716, 4.6739)
H (0.5983, 1.1306, 3.7776)
H (-0.6750, 1.5596, 2.4567)
H (-1.8417, -0.0415, 1.5504)
H (-0.1722, 0.6175, 0.0445)
H (1.9203, 0.2055, 1.6874)
H (3.5910, -0.7549, -0.5681)
H (2.0693, 0.0836, -1.4720)
H (4.1123, 1.4161, 0.7043)
H (3.5235, 2.0670, -1.0186)
H (2.3084, 2.0379, 0.4488)
H (0.6878, -2.0886, -0.9625)
H (0.0454, -0.7494, -1.7484)
H (-1.1764, -2.9362, -1.8099)
H (-2.0566, -0.3605, -2.4651)
H (-3.2260, -1.8374, -2.3998)
H (-3.5767, -0.6766, 0.3979)
H (-4.6494, -0.4589, -1.1338)
H (-3.6126, 1.9343, 0.0388)
H (-2.0961, 1.4328, -1.1189)
H (-3.5027, 1.2506, -3.2463)
H (-5.1399, 1.3079, -2.3123)
H (-1.9799, 3.6714, -2.9269)
H (-1.3703, -3.9524, 0.2894)
H (-3.0436, -3.0724, 0.2624)
C (5.7057, 0.8301, -2.8766)
O (4.5131, 1.0092, -2.6666)
N (6.3224, -0.3980, -2.9865)
C (7.7429, -0.5262, -3.2366)
C (5.5257, -1.5992, -2.8475)
H (6.4024, 1.6759, -2.9984)
H (7.8892, -1.0762, -4.1706)
H (8.1991, -1.0780, -2.4097)
H (8.2186, 0.4547, -3.3193)
H (4.7441, -1.5986, -3.6130)
H (5.0524, -1.6004, -1.8610)
H (6.1488, -2.4911, -2.9580)

Cartesian forces (eV/Å) of the 6 atoms listed first:
C 0.138 0.826 0.655
C -0.983 -0.946 -0.224
O -1.151 2.364 -0.161
C 1.015 -0.378 1.156
C 0.875 0.783 1.476
O -1.369 1.519 -2.678

Output
ΔE to the lowest compared entry with this formula, charge and spin: 189.6 kcal per mole
net charge: +1
E_tot: -1684.163785 Ha
multiplicity: 1

List of Löwdin charges in e, atom by atom:
1. C -0.100
2. C -0.235
3. O -0.232
4. C -0.150
5. C -0.151
6. O -0.288
7. C -0.322
8. C -0.115
9. C -0.156
10. F -0.137
11. C -0.168
12. C -0.121
13. N 0.076
14. C -0.209
15. C -0.141
16. C -0.188
17. C -0.158
18. C -0.183
19. O -0.135
20. C -0.144
21. O -0.030
22. C -0.236
23. N -0.519
24. I 1.029
25. H 0.056
26. H 0.088
27. H 0.094
28. H 0.131
29. H 0.139
30. H 0.147
31. H 0.139
32. H 0.149
33. H 0.136
34. H 0.133
35. H 0.179
36. H 0.152
37. H 0.115
38. H 0.102
39. H 0.098
40. H 0.072
41. H 0.082
42. H 0.201
43. H 0.179
44. H 0.174
45. H 0.120
46. H 0.143
47. H 0.099
48. H 0.125
49. H 0.132
50. H 0.092
51. H 0.135
52. H 0.149
53. H 0.167
54. H 0.093
55. H 0.148
56. C -0.296
57. O -0.027
58. N -0.202
59. C -0.057
60. C -0.045
61. H 0.138
62. H 0.094
63. H 0.093
64. H 0.089
65. H 0.095
66. H 0.068
67. H 0.094

=====

# 2
# C19H38INO12S2

A molecular structure, C19H38INO12S2 at a distorted geometry (ωB97M-V/def2-TZVPD, the Open Molecules 2025 dataset).

Cartesian coordinates (Å):
C (-0.3403, -0.6991, -1.9112)
C (0.7973, -0.0431, -1.0943)
C (0.4699, 1.4454, -0.8889)
C (1.0014, 2.0396, 0.4180)
O (1.9547, 1.1632, 1.0349)
C (2.6616, 1.7240, 2.0731)
O (4.0024, 2.0917, 1.7076)
S (4.8994, 0.8694, 1.1583)
O (6.2470, 1.2579, 1.3105)
O (4.5003, 0.6036, -0.1777)
C (4.6047, -0.5783, 2.2531)
I (6.1255, -0.5191, 3.8078)
C (4.7902, -1.9199, 1.4810)
O (5.6496, -1.8392, 0.3822)
C (4.9769, -2.1561, -0.8346)
C (3.1622, -0.5859, 2.8664)
C (3.0693, -1.6492, 3.9645)
S (1.5458, -2.6076, 3.9342)
O (0.7659, -2.2984, 5.0929)
O (0.8676, -2.4581, 2.6788)
C (2.6382, 0.7974, 3.2766)
C (1.1551, 0.6570, 3.6773)
C (3.3870, 1.4355, 4.4620)
O (2.5315, 2.3680, 5.1537)
N (2.7733, 3.6752, 4.7138)
O (1.7834, 4.2903, 4.6612)
H (-1.0517, -1.1642, -1.2340)
H (0.0437, -1.4854, -2.5534)
H (-0.8647, 0.0295, -2.5182)
H (1.6829, -0.1156, -1.7152)
H (0.8906, -0.5903, -0.1659)
H (0.8622, 2.0196, -1.7185)
H (-0.6115, 1.5372, -0.8609)
H (0.2086, 2.2435, 1.1346)
H (1.5123, 2.9732, 0.1864)
H (2.1798, 2.6520, 2.3715)
H (5.2479, -2.6121, 2.1864)
H (3.8176, -2.3483, 1.2443)
H (4.6855, -3.2053, -0.8560)
H (4.0664, -1.5666, -0.9155)
H (5.6018, -1.8912, -1.6764)
H (2.5252, -0.9132, 2.0463)
H (3.8771, -2.3717, 3.9163)
H (3.1341, -1.2264, 4.9587)
H (1.9726, -3.8943, 4.0458)
H (0.6504, 1.6155, 3.6650)
H (0.6463, 0.0318, 2.9551)
H (1.0948, 0.2345, 4.6732)
H (4.2648, 1.9993, 4.1579)
H (3.7004, 0.7210, 5.2130)
C (-4.4879, -1.0925, -6.5170)
O (-5.0898, -0.8990, -5.2578)
C (-4.5222, -1.7391, -4.2679)
C (-4.9751, -1.3147, -2.8884)
O (-4.2254, -0.2321, -2.3538)
C (-4.5199, 1.0530, -2.8841)
C (-5.8134, 1.6410, -2.3645)
O (-6.9179, 1.1296, -3.0898)
C (-8.1429, 1.4352, -2.4642)
H (-4.5940, -2.1324, -6.8479)
H (-4.9917, -0.4421, -7.2291)
H (-3.4252, -0.8248, -6.4859)
H (-3.4270, -1.6960, -4.3216)
H (-4.8523, -2.7706, -4.4566)
H (-4.7925, -2.1487, -2.2075)
H (-6.0455, -1.1019, -2.8701)
H (-4.4994, 1.0442, -3.9755)
H (-3.7032, 1.6934, -2.5429)
H (-5.7914, 2.7328, -2.4916)
H (-5.9207, 1.4040, -1.2987)
H (-8.2045, 0.9629, -1.4767)
H (-8.9423, 1.0421, -3.0890)
H (-8.2732, 2.5189, -2.3612)

Cartesian forces (eV/Å) of the 6 atoms listed first:
C 0.316 -0.168 0.460
C -0.961 0.122 -1.162
C 0.133 -0.554 0.940
C 0.540 0.211 -0.382
O 0.050 -0.163 -0.038
C -0.782 0.285 0.208

Output
net charge: 0
E_tot: -2798.197928 Ha
multiplicity: 1

List of Löwdin charges in e, atom by atom:
1. C -0.103
2. C -0.228
3. C -0.153
4. C -0.145
5. O -0.096
6. C -0.366
7. O -0.125
8. S 0.597
9. O -0.306
10. O -0.226
11. C -0.663
12. I 1.124
13. C -0.292
14. O -0.178
15. C -0.081
16. C -0.321
17. C -0.249
18. S 0.687
19. O -0.335
20. O -0.335
21. C -0.361
22. C 0.013
23. C -0.156
24. O -0.100
25. N -0.024
26. O 0.080
27. H 0.072
28. H 0.064
29. H 0.061
30. H 0.101
31. H 0.098
32. H 0.114
33. H 0.104
34. H 0.125
35. H 0.130
36. H 0.153
37. H 0.089
38. H 0.131
39. H 0.092
40. H 0.070
41. H 0.097
42. H 0.123
43. H 0.065
44. H 0.092
45. H 0.081
46. H 0.096
47. H 0.091
48. H 0.094
49. H 0.106
50. H 0.093
51. C -0.113
52. O -0.198
53. C -0.207
54. C -0.180
55. O -0.138
56. C -0.183
57. C -0.208
58. O -0.198
59. C -0.113
60. H 0.087
61. H 0.088
62. H 0.088
63. H 0.128
64. H 0.128
65. H 0.127
66. H 0.124
67. H 0.124
68. H 0.123
69. H 0.127
70. H 0.130
71. H 0.089
72. H 0.088
73. H 0.087

=====

# 3
# C19H38NO6

2 unconnected molecules or ions with the total composition C19H38NO6 at a distorted geometry (ωB97M-V/def2-TZVPD, the Open Molecules 2025 dataset).

Cartesian coordinates (Å):
C (6.9852, 0.8235, 3.2671)
C (5.6546, 0.9396, 2.3292)
O (4.8968, 2.0823, 2.8000)
C (5.4896, 3.3301, 2.3446)
C (4.5591, 3.9079, 1.1433)
O (3.3622, 4.5246, 1.6762)
C (2.1889, 3.8139, 1.2836)
O (1.9709, 3.6945, 0.0637)
O (1.4193, 3.2782, 2.3330)
C (0.0030, 3.5142, 2.1539)
C (-0.9125, 2.2137, 2.5005)
C (-0.0602, 0.8906, 2.8001)
C (0.3883, 0.0887, 1.4887)
O (1.0753, 0.8924, 0.5030)
C (2.3230, 0.2625, 0.0910)
H (7.8083, 1.4711, 2.7867)
H (7.2910, -0.2703, 3.3332)
H (6.6889, 1.2729, 4.2790)
H (5.0444, -0.0257, 2.4981)
H (5.9085, 0.9799, 1.2134)
H (5.4583, 4.1342, 3.1703)
H (6.5525, 3.2101, 1.9494)
H (5.2040, 4.6897, 0.5958)
H (4.3781, 3.0279, 0.4447)
H (-0.3018, 3.8469, 1.1099)
H (-0.3671, 4.3412, 2.8693)
H (-1.6572, 2.0376, 1.6405)
H (-1.5665, 2.4325, 3.4226)
H (-0.7461, 0.1862, 3.4096)
H (0.8356, 1.0960, 3.4910)
H (-0.5339, -0.3780, 0.9990)
H (1.0730, -0.7761, 1.8231)
H (2.6509, 0.7115, -0.9030)
H (3.1675, 0.4310, 0.8537)
H (2.2065, -0.8642, -0.0719)
C (-2.0698, -3.0003, -3.7832)
C (-2.6756, -3.3671, -2.3994)
C (-4.1248, -3.8916, -2.5726)
C (-5.1410, -2.7975, -2.8842)
C (-5.0549, -1.6660, -1.8654)
C (-3.6222, -1.1017, -1.7071)
N (-2.6080, -2.1783, -1.4941)
O (-2.7259, -2.6034, -0.2638)
C (-3.2584, -0.2645, -2.9597)
C (-3.6270, -0.0575, -0.5615)
C (-1.7989, -4.5479, -1.9029)
H (-2.8310, -2.7518, -4.5243)
H (-1.3724, -2.1621, -3.7111)
H (-1.4949, -3.8264, -4.2079)
H (-4.4440, -4.4035, -1.6565)
H (-4.1537, -4.6443, -3.3662)
H (-4.9926, -2.4115, -3.8965)
H (-6.1490, -3.2233, -2.8676)
H (-5.7416, -0.8666, -2.1580)
H (-5.4175, -2.0390, -0.9000)
H (-2.2192, 0.0740, -2.9164)
H (-3.8862, 0.6282, -3.0231)
H (-3.4051, -0.7937, -3.8986)
H (-3.9880, -0.4690, 0.3848)
H (-4.2866, 0.7811, -0.7997)
H (-2.6247, 0.3513, -0.3967)
H (-0.7625, -4.2341, -1.7509)
H (-1.7953, -5.3586, -2.6375)
H (-2.1676, -4.9859, -0.9725)

Cartesian forces (eV/Å) of the 6 atoms listed first:
C -0.723 0.532 -1.110
C 0.816 -0.945 1.178
O 1.096 0.111 -1.026
C -1.331 1.157 -0.772
C 2.576 -0.408 0.140
O -1.673 -2.491 0.063

Output
net charge: +1
E_tot: -1252.435799 Ha
multiplicity: 1

List of Löwdin charges in e, atom by atom:
1. C -0.083
2. C -0.272
3. O -0.211
4. C -0.161
5. C -0.140
6. O -0.013
7. C -0.417
8. O 0.093
9. O -0.010
10. C -0.157
11. C -0.150
12. C -0.165
13. C -0.227
14. O -0.230
15. C -0.100
16. H 0.074
17. H 0.075
18. H 0.092
19. H 0.118
20. H 0.122
21. H 0.145
22. H 0.125
23. H 0.141
24. H 0.130
25. H 0.131
26. H 0.136
27. H 0.104
28. H 0.112
29. H 0.118
30. H 0.126
31. H 0.102
32. H 0.125
33. H 0.101
34. H 0.089
35. H 0.090
36. C -0.013
37. C -0.434
38. C -0.102
39. C -0.158
40. C -0.101
41. C -0.442
42. N 0.131
43. O 0.192
44. C -0.016
45. C -0.017
46. C -0.019
47. H 0.084
48. H 0.096
49. H 0.097
50. H 0.138
51. H 0.147
52. H 0.114
53. H 0.136
54. H 0.146
55. H 0.139
56. H 0.105
57. H 0.106
58. H 0.070
59. H 0.093
60. H 0.106
61. H 0.089
62. H 0.105
63. H 0.105
64. H 0.089

=====

What is the formula in the second record?
C19H38INO12S2

=====

Which of these has the highest E_tot?
C19H38NO6